Formula: C17H22N2O2S
Source: the Open Molecules 2025 dataset
Level of theory: ωB97M-V/def2-TZVPD

Positions of all 44 atoms, in Å:
C (4.04, 4.13, 0.21)
C (4.23, 2.61, 0.28)
C (3.15, 1.83, -0.46)
C (1.79, 1.91, 0.24)
C (0.66, 1.21, -0.46)
C (0.84, 0.31, -1.50)
C (-0.24, -0.35, -2.06)
C (-1.51, -0.11, -1.58)
S (-2.88, -1.02, -2.24)
O (-2.63, -1.35, -3.62)
O (-4.11, -0.36, -1.89)
N (-2.75, -2.46, -1.39)
C (-3.53, -2.62, -0.19)
C (-2.70, -3.24, 0.94)
C (-1.56, -2.34, 1.33)
C (-0.31, -2.47, 0.75)
C (0.71, -1.62, 1.14)
N (0.55, -0.67, 2.06)
C (-0.65, -0.54, 2.60)
C (-1.73, -1.34, 2.28)
C (-1.72, 0.80, -0.56)
C (-0.64, 1.46, -0.01)
H (4.88, 4.63, 0.67)
H (3.99, 4.45, -0.83)
H (3.14, 4.44, 0.71)
H (4.24, 2.30, 1.33)
H (5.20, 2.36, -0.15)
H (3.06, 2.22, -1.48)
H (3.46, 0.79, -0.52)
H (1.51, 2.95, 0.38)
H (1.88, 1.45, 1.23)
H (1.82, 0.11, -1.88)
H (-0.12, -1.05, -2.87)
H (-2.72, -3.25, -2.00)
H (-3.87, -1.62, 0.10)
H (-4.42, -3.24, -0.36)
H (-2.31, -4.20, 0.61)
H (-3.35, -3.40, 1.80)
H (-0.12, -3.23, 0.00)
H (1.70, -1.69, 0.72)
H (-0.74, 0.25, 3.34)
H (-2.68, -1.19, 2.76)
H (-2.73, 0.99, -0.22)
H (-0.79, 2.17, 0.79)

As for the HOMO energy: -9.1 eV. As for the spin multiplicity: 1. The SMILES is CCCCc1ccc(S(=O)(=O)NCCc2ccncc2)cc1. For the relative energy (zero: lowest compared OMol25 entry of this formula, charge and spin), the calculation gives 2.312 eV. The frontier orbital gap comes out at 9.728 eV.

Results of the Mulliken charge analysis, in e, for atoms 1 through 5: -1.181, -0.613, -0.581, -0.291, 0.681

=====

Formula: C17H22N2O3
Source: the Open Molecules 2025 dataset
Level of theory: ωB97M-V/def2-TZVPD

Positions of all 44 atoms, in Å:
C (1.87, 3.19, -1.79)
C (1.42, 2.94, -0.36)
O (2.55, 2.51, 0.38)
C (2.28, 1.99, 1.61)
C (3.29, 2.01, 2.56)
C (3.06, 1.50, 3.83)
C (1.82, 0.97, 4.14)
C (0.82, 0.93, 3.19)
C (1.03, 1.43, 1.91)
N (0.07, 1.35, 0.90)
C (-1.04, 0.42, 0.97)
C (-0.53, -0.99, 0.65)
O (0.62, -1.30, 0.90)
N (-1.41, -1.86, 0.12)
C (-2.76, -1.54, -0.30)
C (-2.84, -1.00, -1.73)
C (-2.17, -1.93, -2.75)
C (-0.65, -1.97, -2.60)
C (-0.13, -3.05, -1.65)
C (-0.89, -3.14, -0.32)
C (0.27, 1.95, -0.31)
O (-0.47, 1.76, -1.26)
H (1.01, 3.47, -2.39)
H (2.62, 3.97, -1.82)
H (2.30, 2.27, -2.20)
H (1.04, 3.89, 0.08)
H (4.24, 2.43, 2.29)
H (3.85, 1.52, 4.56)
H (1.64, 0.58, 5.13)
H (-0.13, 0.49, 3.46)
H (-1.76, 0.76, 0.22)
H (-1.50, 0.45, 1.96)
H (-3.21, -0.83, 0.40)
H (-3.34, -2.47, -0.23)
H (-3.89, -0.87, -1.99)
H (-2.35, -0.03, -1.79)
H (-2.42, -1.56, -3.75)
H (-2.59, -2.94, -2.67)
H (-0.31, -0.99, -2.26)
H (-0.19, -2.14, -3.58)
H (-0.18, -4.03, -2.14)
H (0.92, -2.83, -1.44)
H (-1.74, -3.83, -0.41)
H (-0.22, -3.51, 0.46)

As for the HOMO energy: -8.1 eV. As for the spin multiplicity: 1. The SMILES is C[C@@H]1Oc2ccccc2N(CC(=O)N2CCCCCC2)C1=O. For the relative energy (zero: lowest compared OMol25 entry of this formula, charge and spin), the calculation gives 1.239 eV. The frontier orbital gap comes out at 8.885 eV.

Results of the Mulliken charge analysis, in e, for atoms 1 through 5: -1.534, 0.755, -0.460, 0.299, -0.634

=====

Formula: C17H22N3O11V
Source: the Open Molecules 2025 dataset
Level of theory: ωB97M-V/def2-TZVPD

Positions of all 54 atoms, in Å:
O (-2.20, 1.28, 0.71)
V (-1.48, 1.56, -0.69)
O (-1.06, 0.18, -1.40)
O (-0.02, 2.93, -1.38)
C (0.99, 3.36, -0.48)
C (1.44, 4.86, -0.41)
O (0.62, 5.89, -0.82)
H (1.85, 2.70, -0.70)
H (0.68, 3.14, 0.56)
H (2.41, 5.00, -0.93)
H (1.69, 5.03, 0.66)
C (-5.24, 2.29, -1.08)
C (-4.12, 2.26, -2.14)
O (-2.91, 2.76, -1.73)
H (-4.93, 1.81, -0.15)
H (-6.16, 1.85, -1.48)
H (-5.38, 3.32, -0.74)
H (-4.44, 2.88, -3.00)
H (-4.12, 1.23, -2.55)
C (-4.57, -1.20, 0.38)
N (-4.71, -0.93, 1.85)
O (-4.68, 0.23, 2.20)
O (-4.87, -1.89, 2.60)
H (-4.58, -2.28, 0.32)
H (-3.53, -0.97, 0.12)
H (-5.31, -0.65, -0.18)
C (0.78, -2.63, 4.65)
C (2.04, -2.04, 4.59)
C (2.26, -0.97, 3.75)
C (1.25, -0.54, 2.91)
C (-0.04, -1.06, 3.01)
C (-0.27, -2.09, 3.92)
N (1.49, 0.45, 1.84)
O (2.58, 0.99, 1.84)
O (0.56, 0.69, 1.13)
H (0.57, -3.46, 5.32)
H (2.80, -2.40, 5.27)
H (3.26, -0.55, 3.70)
H (-0.84, -0.80, 2.33)
H (-1.24, -2.56, 4.00)
C (2.04, -1.43, -1.73)
C (3.31, -0.92, -1.47)
C (4.38, -1.41, -2.19)
C (4.20, -2.37, -3.18)
C (2.93, -2.83, -3.47)
C (1.85, -2.39, -2.72)
N (5.37, -2.99, -3.82)
O (5.19, -3.91, -4.59)
O (6.47, -2.56, -3.51)
H (1.15, -1.10, -1.21)
H (3.44, -0.20, -0.68)
H (5.41, -1.17, -1.93)
H (2.79, -3.58, -4.24)
H (0.90, -2.79, -3.03)

As for the HOMO energy: 0.7 eV. As for the spin multiplicity: 1. As for the net charge: -2. For the relative energy (zero: lowest compared OMol25 entry of this formula, charge and spin), the calculation gives 0.000 eV. The frontier orbital gap comes out at 2.352 eV.

Results of the Mulliken charge analysis, in e, for atoms 1 through 5: -0.829, 1.541, -0.842, -0.616, 0.620

=====

Formula: C17H22N6O2S
Source: the Open Molecules 2025 dataset
Level of theory: ωB97M-V/def2-TZVPD

Positions of all 48 atoms, in Å:
C (0.47, -5.75, -0.82)
C (-0.10, -5.58, 0.64)
C (-0.28, -4.15, 0.83)
O (-0.07, -3.14, 0.05)
N (-0.91, -3.65, 2.18)
C (-0.92, -2.40, 2.75)
C (-0.85, -2.27, 4.19)
C (-1.30, -1.21, 4.64)
C (-1.47, -0.03, 3.89)
C (-1.43, -0.13, 2.64)
C (-1.09, -1.42, 1.77)
H (-1.22, -1.37, 0.70)
N (-1.78, 1.07, 1.87)
C (-1.44, 2.22, 2.05)
O (-1.38, 2.76, 3.14)
C (-1.57, 3.29, 0.91)
H (-2.58, 3.00, 0.46)
H (-1.69, 4.30, 1.28)
S (-0.30, 3.04, -0.29)
C (-0.53, 1.84, -1.25)
N (-1.75, 1.04, -1.11)
N (-1.44, 0.19, -2.14)
N (-0.59, 0.33, -2.91)
N (0.17, 1.48, -2.38)
C (0.98, 1.87, -3.26)
H (1.29, 1.21, -3.85)
C (2.33, 2.11, -1.98)
C (2.84, 3.35, -2.19)
C (2.43, 4.14, -3.37)
H (2.32, 5.13, -3.32)
H (2.96, 3.65, -4.31)
C (0.83, 3.45, -3.59)
H (0.59, 3.39, -4.56)
H (0.18, 4.02, -2.82)
H (3.89, 3.64, -1.92)
H (2.43, 3.83, -1.36)
H (2.00, 1.59, -1.18)
H (3.43, 1.39, -2.46)
H (-1.75, 0.75, 0.74)
H (-1.40, 0.91, 4.34)
H (-1.10, -1.18, 5.95)
H (-0.55, -3.24, 4.63)
H (-0.73, -4.42, 2.70)
H (-1.03, -5.84, 0.82)
H (0.64, -5.80, 1.13)
H (-0.39, -5.40, -1.45)
H (0.51, -6.77, -0.92)
H (1.31, -5.22, -0.86)

As for the HOMO energy: -8.3 eV. As for the spin multiplicity: 1. For the relative energy (zero: lowest compared OMol25 entry of this formula, charge and spin), the calculation gives 17.534 eV. The frontier orbital gap comes out at 8.789 eV.

Results of the Mulliken charge analysis, in e, for atoms 1 through 5: -1.303, -1.072, 0.610, -0.644, -0.230

=====

Formula: C17H23BCl2N2O3P
Source: the Open Molecules 2025 dataset
Level of theory: ωB97M-V/def2-TZVPD

Positions of all 49 atoms, in Å:
C (-1.20, 2.88, -1.45)
C (-0.51, 3.11, -0.15)
Cl (-0.39, 4.73, 0.32)
C (0.01, 2.14, 0.61)
Cl (0.69, 2.47, 2.16)
P (0.05, 0.40, 0.20)
C (1.52, -0.32, 0.94)
B (1.27, -1.16, 2.29)
O (1.91, -2.36, 2.34)
O (0.55, -0.72, 3.35)
C (0.10, 0.01, -1.56)
C (-1.24, -0.51, -2.15)
C (-1.93, -1.59, -1.42)
O (-1.18, -1.73, -2.75)
H (-1.74, 1.94, -1.46)
H (-0.52, 2.96, -2.29)
H (-1.95, 3.66, -1.58)
H (-1.06, -0.21, 0.79)
H (2.19, 0.51, 1.18)
H (2.01, -0.95, 0.20)
H (1.50, -2.96, 2.98)
H (-0.29, -0.30, 3.15)
H (0.43, 0.88, -2.13)
H (0.77, -0.84, -1.67)
H (-1.88, 0.23, -2.61)
H (-1.43, -2.36, -0.85)
H (-2.96, -1.75, -1.72)
N (1.52, 2.88, -4.47)
C (2.18, 3.78, -3.75)
C (3.53, 3.69, -3.45)
C (4.24, 2.60, -3.94)
C (3.57, 1.66, -4.69)
C (2.21, 1.84, -4.92)
H (1.59, 4.62, -3.39)
H (4.02, 4.46, -2.86)
H (5.30, 2.50, -3.73)
H (4.08, 0.79, -5.09)
H (1.65, 1.12, -5.51)
N (-1.98, -2.09, 3.94)
C (-3.23, -2.43, 3.66)
C (-3.82, -3.61, 4.09)
C (-3.06, -4.49, 4.85)
C (-1.75, -4.14, 5.15)
C (-1.26, -2.94, 4.67)
H (-3.80, -1.72, 3.07)
H (-4.85, -3.83, 3.84)
H (-3.48, -5.42, 5.21)
H (-1.12, -4.79, 5.74)
H (-0.24, -2.63, 4.89)

As for the HOMO energy: -12.2 eV. As for the spin multiplicity: 1. As for the net charge: +1. The frontier orbital gap comes out at 8.961 eV.

Results of the Mulliken charge analysis, in e, for atoms 1 through 5: -1.129, 0.699, -0.126, -0.019, -0.107

=====

Among the records above, which one has the highest frontier orbital gap? C17H22N2O2S